No. 1
A molecular structure, C21H38FNO9S2Zn in a non-equilibrium geometry, computed with wB97M-V/def2-TZVPD.

Output
net charge = +2

Geometry as XYZ:
```
73
C21H38FNO9S2Zn | the Open Molecules 2025 dataset | wB97M-V/def2-TZVPD
Zn -2.73672 2.09751 -1.61962
C -2.20699 -4.13185 -0.75680
C -1.86427 -2.83512 -0.02908
C -1.04845 -3.18497 1.26484
C 0.32178 -3.86853 0.95443
C 1.19937 -2.89906 0.17427
C 0.50238 -2.28386 -1.09424
N -0.95757 -2.03000 -0.89036
O -1.57316 -1.54590 -1.97898
C 0.75976 -3.15578 -2.31031
C 1.18171 -0.85880 -1.28598
C -3.08469 -1.98750 0.32639
H -3.25411 -4.32946 -0.51817
H -1.76763 -5.07620 -0.43758
H -2.17101 -4.10521 -1.84525
H -1.60256 -3.83814 1.93728
H -0.84038 -2.24068 1.77031
H 0.12826 -4.85107 0.52518
H 0.76244 -4.01203 1.94107
H 2.15903 -3.38981 0.01002
H 1.50324 -2.13639 0.89314
H 0.63639 -2.59518 -3.23628
H 0.17058 -4.07303 -2.33606
H 1.76532 -3.57513 -2.28225
H 2.25758 -0.83638 -1.45923
H 0.98176 -0.02885 -0.60932
H 0.78356 -0.51534 -2.24295
H -3.69802 -2.48166 1.07943
H -3.70041 -1.80994 -0.55617
H -2.92987 -0.99172 0.74281
F -1.41798 0.94178 -0.70494
O -2.46078 -0.91904 3.76339
S -2.82153 0.51694 3.80924
O -4.18519 0.86804 3.46739
O -2.31918 1.21664 5.21576
C -1.27146 0.53140 5.94142
C -0.64671 1.44508 6.97334
C -1.70451 1.33661 2.66386
H -0.47904 0.23624 5.25156
H -1.71312 -0.32752 6.44419
H -0.32064 2.43841 6.67047
H 0.00384 0.86769 7.62728
H -1.54974 1.66498 7.54986
H -1.26753 2.23003 3.10430
H -2.24921 1.53392 1.74085
H -0.90438 0.63599 2.43202
O -0.79192 0.04050 -4.40939
S -0.54606 1.41946 -4.05750
O -1.38618 2.19722 -3.14780
O 1.04223 1.55072 -3.67818
C 2.05785 1.02335 -4.50928
C 3.38271 1.37802 -3.90817
C -0.66400 2.37838 -5.67286
H 2.03229 1.49913 -5.49087
H 2.13231 -0.04589 -4.71274
H 3.40779 2.37761 -3.46873
H 4.19594 1.46237 -4.62940
H 3.74856 0.74501 -3.09920
H -1.24172 1.85091 -6.43211
H 0.28918 2.56472 -6.16518
H -1.20489 3.30508 -5.48699
C 2.75482 3.55994 2.18862
C 3.33409 4.10186 1.08210
C 2.97254 3.76965 -0.36935
O 3.62860 4.14739 -1.31056
C 1.77314 2.88240 -0.35469
C 1.14986 2.44701 0.74405
C 1.63206 2.59282 2.06208
O 1.20406 1.93944 3.00992
H 3.13061 3.79299 3.17461
H 4.06393 4.88249 1.24811
H 1.32257 2.55776 -1.28388
H 0.20946 1.93256 0.59687
```



No. 2
2 unconnected molecules or ions with the total composition C6H11N3O in a non-equilibrium geometry, computed with wB97M-V/def2-TZVPD.

Output
energy relative to the best compared isomer or geometry (same formula, charge and spin) = 2.246 eV
structure (SMILES) = Cc1c[nH]cn1.CC(N)=O

Geometry as XYZ:
```
21
C6H11N3O | the Open Molecules 2025 dataset | wB97M-V/def2-TZVPD
C -0.32119 0.51440 2.54686
C -1.20968 1.56505 2.07289
O -2.38123 1.87043 2.37453
N -0.59487 2.25391 1.00009
H -0.71245 -0.15160 3.29190
H 0.46178 0.95324 3.18494
H -1.18238 2.81795 0.40469
H 0.25239 1.76256 0.63922
H 0.12267 -0.22822 1.91060
C -0.09787 -2.16462 -0.08610
C 0.31764 -1.23392 -1.18562
C 0.06612 -1.08733 -2.52596
C 1.43256 0.54437 -1.77301
N 1.29312 -0.18116 -0.67781
N 0.81691 0.04228 -2.97350
H -0.39229 -1.39631 0.79229
H 0.57028 -2.97511 0.20207
H -0.56793 -1.73053 -3.13744
H 2.09590 1.43869 -1.91002
H 1.11022 0.03378 -3.81937
H -1.07973 -2.64786 -0.33127
```



No. 3
A single C21H28N6O4 molecule in a non-equilibrium geometry, computed with wB97M-V/def2-TZVPD.

Output
energy relative to the best compared isomer or geometry (same formula, charge and spin) = 0.117 eV
structure (SMILES) = CCOCCn1c(N2CCN(c3ccc(OC)cc3)CC2)nc2c1c(=O)[nH]c(=O)n2C

Geometry as XYZ:
```
59
C21H28N6O4 | the Open Molecules 2025 dataset | wB97M-V/def2-TZVPD
C 2.49376 -0.55344 -4.55123
C 3.74995 -0.19623 -3.75926
O 3.50231 0.02243 -2.38689
C 2.93539 1.27594 -2.07499
C 2.34639 1.22230 -0.66518
N 1.05039 0.58457 -0.64253
C 0.61158 -0.65306 -1.00570
N -0.71833 -0.72278 -1.06711
C -1.15944 0.48457 -0.67500
C -0.09948 1.33355 -0.41186
C -0.29287 2.64852 0.09350
O 0.53686 3.50178 0.35438
N -1.65707 2.89626 0.27375
C -2.74092 2.07333 0.05979
O -3.86972 2.42183 0.33741
N -2.45942 0.84508 -0.49348
C -3.51884 -0.10085 -0.75824
H -4.46019 0.36666 -0.47597
H -3.35147 -1.00707 -0.17693
H -3.52733 -0.35530 -1.81802
H -1.88544 3.79405 0.68568
N 1.37553 -1.74108 -1.30940
C 0.60169 -2.93661 -1.59748
H 1.28903 -3.66230 -2.03853
C -0.03726 -3.48688 -0.29336
N 0.64058 -2.94904 0.87104
C 0.06603 -1.87110 1.55172
C -1.30572 -1.85775 1.80646
C -1.92404 -0.78889 2.42997
C -1.17905 0.30537 2.84949
C 0.20199 0.26914 2.67230
C 0.81118 -0.79456 2.04207
H 1.88246 -0.76084 1.92371
H 0.78634 1.10653 3.01990
O -1.68232 1.42997 3.43767
C -3.07202 1.51539 3.64765
H -3.62720 1.51584 2.70469
H -3.43268 0.70262 4.28655
H -3.23208 2.46596 4.15391
H -2.99178 -0.82287 2.58177
H -1.91481 -2.70020 1.51584
C 2.07093 -3.00008 0.68035
H 2.57748 -2.72992 1.60653
C 2.52714 -2.09210 -0.49864
H 3.23427 -2.62214 -1.14268
H 3.01741 -1.19376 -0.14336
H 2.31910 -4.04344 0.45870
H -1.08412 -3.20010 -0.26747
H 0.03615 -4.58029 -0.27251
H -0.17439 -2.68575 -2.31834
H 3.05449 0.72416 0.00027
H 2.18701 2.23962 -0.29902
H 2.14209 1.54254 -2.78419
H 3.71126 2.05611 -2.11602
H 4.24383 0.68147 -4.20036
H 4.44934 -1.03629 -3.78259
H 1.81525 0.29329 -4.62132
H 1.97434 -1.37234 -4.06010
H 2.77087 -0.85459 -5.55752
```



| no. | energy (eV) |
| --- | --- |
| 1 | -115092.701 |
| 2 | -12916.800 |
| 3 | -39363.077 |